No. 1
DFT (ωB97M-V/def2-TZVPD) results for C30H43BBrCaClN7O6 as an isolated structure in a non-equilibrium geometry.

Lowest unoccupied orbital energy (eV): 2.298
Net charge: -1
E_HOMO (eV): -6.26
Energy relative to the best compared isomer or geometry (same formula, charge and spin) (kJ/mol): 148.2
Frontier orbital gap (eV): 8.556

Atoms and positions in Å:
Ca  0.242  -1.783  -0.585
C  -0.296  4.112  1.008
C  0.479  3.157  0.173
C  1.464  3.454  -0.748
C  1.769  2.219  -1.350
N  1.042  1.259  -0.820
N  0.257  1.827  0.131
B  -0.741  0.818  0.735
N  -2.231  1.157  0.549
N  -2.731  0.638  -0.602
C  -3.972  1.060  -0.728
C  -4.318  1.885  0.361
C  -3.178  1.922  1.143
C  -3.038  2.567  2.479
C  -4.821  0.652  -1.906
C  -6.082  -0.057  -1.399
C  -5.234  1.906  -2.686
C  -4.045  -0.291  -2.819
N  -0.321  0.089  2.063
N  -0.097  -1.254  1.870
C  0.167  -1.789  3.053
C  0.181  -0.792  4.034
C  -0.094  0.378  3.358
C  -0.020  1.742  3.943
C  0.482  -3.259  3.205
C  1.927  -3.509  2.763
C  0.335  -3.661  4.676
C  -0.473  -4.111  2.364
C  2.699  1.980  -2.510
C  4.084  2.550  -2.179
C  2.136  2.707  -3.740
C  2.814  0.490  -2.828
H  0.013  5.127  0.760
H  -1.365  4.041  0.799
H  -0.149  3.973  2.079
H  1.857  4.428  -0.980
H  -0.599  -0.022  -0.066
H  -5.255  2.372  0.572
H  -3.824  3.312  2.602
H  -3.142  1.829  3.283
H  -2.087  3.068  2.616
H  -6.668  0.596  -0.750
H  -6.712  -0.357  -2.239
H  -5.821  -0.951  -0.832
H  -5.806  2.592  -2.058
H  -4.357  2.438  -3.054
H  -5.854  1.633  -3.542
H  -3.741  -1.196  -2.299
H  -4.672  -0.575  -3.666
H  -3.136  0.173  -3.198
H  0.406  -0.891  5.081
H  0.247  1.653  4.997
H  0.760  2.331  3.459
H  -0.951  2.296  3.892
H  2.620  -2.903  3.350
H  2.181  -4.562  2.901
H  2.060  -3.265  1.712
H  1.038  -3.122  5.312
H  -0.674  -3.471  5.044
H  0.542  -4.727  4.787
H  -0.357  -3.933  1.296
H  -0.254  -5.169  2.521
H  -1.512  -3.924  2.638
H  4.039  3.623  -1.993
H  4.502  2.072  -1.291
H  4.768  2.381  -3.014
H  2.057  3.781  -3.563
H  2.789  2.549  -4.602
H  1.143  2.333  -3.990
H  3.238  -0.062  -1.992
H  1.843  0.052  -3.064
H  3.469  0.348  -3.689
O  -1.779  -2.569  -3.981
Cl  -0.832  -2.967  -3.009
O  -0.271  -4.228  -3.288
O  0.226  -1.934  -2.892
O  -1.451  -2.951  -1.663
Br  3.080  0.673  1.668
C  3.746  -0.513  0.342
C  5.046  -0.329  -0.110
C  5.534  -1.242  -1.029
C  4.740  -2.317  -1.400
C  3.465  -2.412  -0.861
N  2.954  -1.488  -0.042
C  2.628  -3.680  -1.088
O  3.188  -4.630  -1.623
O  1.456  -3.622  -0.622
H  5.636  0.498  0.255
H  6.536  -1.126  -1.423
H  5.072  -3.100  -2.064

No. 2
DFT (ωB97M-V/def2-TZVPD) results for C4H8N2O as an isolated structure.

Lowest unoccupied orbital energy (eV): 0.888
E_HOMO (eV): -8.34
Energy relative to the best compared isomer or geometry (same formula, charge and spin) (kJ/mol): 530.9
Frontier orbital gap (eV): 9.230

Atoms and positions in Å:
C  1.143  1.422  -0.439
C  0.222  0.418  0.219
O  -0.021  0.845  1.534
C  -1.047  -0.033  -0.513
N  -1.163  -1.397  0.003
C  0.773  -1.010  0.290
N  1.378  -1.990  0.630
H  2.068  1.518  0.135
H  0.642  2.394  -0.452
H  1.380  1.125  -1.464
H  -0.701  0.260  1.903
H  -0.866  0.024  -1.598
H  -1.896  0.625  -0.275
H  0.139  -2.162  0.504
H  -1.517  -2.014  -0.726

No. 3
DFT (ωB97M-V/def2-TZVPD) results for a 2-piece molecular cluster, C4H12 overall in a non-equilibrium geometry.

Lowest unoccupied orbital energy (eV): 1.065
E_HOMO (eV): -11.47
Energy relative to the best compared isomer or geometry (same formula, charge and spin) (kJ/mol): 58.1
Frontier orbital gap (eV): 12.533

Atoms and positions in Å:
C  0.525  -2.603  -1.300
C  1.463  -1.353  -1.457
H  1.079  -3.486  -0.966
H  -0.225  -2.412  -0.494
H  0.126  -2.809  -2.289
H  1.626  -1.135  -2.507
H  2.434  -1.508  -1.027
H  0.767  -0.588  -1.078
C  -1.136  1.798  2.121
C  -0.821  2.123  0.651
H  -1.283  0.733  2.296
H  -0.462  2.261  2.853
H  -2.107  2.241  2.393
H  -0.939  3.197  0.518
H  -1.293  1.519  -0.127
H  0.243  2.022  0.414

No. 4
DFT (ωB97M-V/def2-TZVPD) results for one molecule with the formula C9H10N2 in a non-equilibrium geometry.

Lowest unoccupied orbital energy (eV): 0.781
E_HOMO (eV): -8.24
Energy relative to the best compared isomer or geometry (same formula, charge and spin) (kJ/mol): 152.1
Frontier orbital gap (eV): 9.018

Atoms and positions in Å:
C  -3.109  -0.716  0.133
C  -1.673  -0.669  -0.036
N  -0.693  -1.555  -0.008
C  0.494  -0.877  -0.173
C  1.755  -1.424  -0.051
C  2.903  -0.548  0.010
C  2.638  0.871  0.059
C  1.315  1.382  0.071
C  0.341  0.508  -0.027
N  -1.004  0.597  -0.067
C  -1.723  1.824  -0.080
H  -3.684  -0.301  1.026
H  -3.333  -1.768  0.189
H  -3.579  -0.311  -0.809
H  1.939  -2.423  0.209
H  3.944  -0.930  0.226
H  3.477  1.545  0.123
H  1.163  2.466  0.110
H  -2.438  1.756  -0.760
H  -2.364  1.863  0.869
H  -0.902  2.709  -0.096

Q: What is the formula in the second record?
A: C4H8N2O